{"formula": "C28H42N6O3S3Tm", "method": "wB97M-V/def2-TZVPD", "relative_energy_kcal_mol": 15.10, "charge": 1, "s_squared": 2.00, "energy_ev": -106836.26994, "e_lumo_ev": [-3.00, -3.00], "e_homo_ev": [-9.03, -9.03], "spin_multiplicity": 3, "elements": ["H", "N", "H", "C", "C", "C", "H", "H", "O", "C", "C", "C", "H", "C", "H", "H", "H", "H", "C", "H", "H", "H", "H", "N", "C", "H", "C", "H", "C", "H", "C", "C", "H", "H", "C", "H", "C", "C", "H", "H", "S", "C", "C", "H", "H", "C", "H", "O", "H", "H", "C", "N", "C", "S", "N", "H", "H", "H", "H", "H", "C", "S", "H", "N", "N", "H", "H", "C", "C", "C", "H", "Tm", "C", "H", "O", "H", "C", "H", "C", "H", "H", "H", "H"], "positions_angstrom": [[1.9524, 1.9579, -0.2509], [1.9678, 1.2775, -1.0027], [2.4668, 2.5711, 2.2999], [2.8059, -1.8923, 0.7194], [0.7930, 3.6204, 1.7752], [1.0931, -5.7179, -1.7706], [5.4009, -3.5655, 2.1639], [0.0842, 0.1793, 4.9143], [-0.9486, 1.2515, 0.6330], [4.1615, -3.0135, -0.9324], [-2.9954, -5.6141, -0.7216], [-2.9581, 0.2021, 3.4664], [4.3551, -3.2366, -1.9752], [-0.8779, -4.4009, -1.1130], [-3.9961, -0.0231, 3.6786], [1.3544, 5.9318, -0.6498], [-3.3242, -6.6426, -0.8442], [0.7366, 3.1507, -3.5241], [3.0645, -2.1999, -0.6254], [-1.1707, 2.2073, -1.9625], [2.8399, 2.7097, -2.3409], [-3.3818, 0.8485, 1.4782], [0.5794, 3.4244, -1.7882], [-0.4293, 1.7238, -2.4568], [-0.3410, 4.1944, 2.3737], [-0.2456, -1.9250, -3.5511], [-1.2753, 0.9703, 1.8780], [-2.0394, 1.1385, -3.6563], [-0.3315, 0.0053, -4.2349], [-3.6145, -4.9625, -1.3347], [4.7529, -3.1911, 1.3815], [-0.3300, 5.9244, 0.6867], [-2.3144, 0.7111, -0.3518], [-1.7287, 5.2750, 4.4241], [-0.9137, 5.3183, 1.7886], [-1.8013, 5.7524, 2.2260], [0.8556, 5.4302, 0.1686], [2.0401, 1.9640, -2.2969], [-0.7894, 6.8056, 0.2592], [0.7562, 0.0839, -4.2226], [2.0679, -1.6411, -1.9843], [-0.3245, 0.8907, 2.9330], [-0.9659, 1.3014, -3.7653], [-0.6430, -0.1983, -5.2621], [-3.8689, -1.0016, 0.0489], [0.7125, 2.6567, -2.5497], [-4.5955, 0.3245, -0.8985], [-0.7675, 3.6575, 3.5278], [-1.1144, -6.3942, -1.2915], [0.9213, -3.6172, -1.5386], [4.9908, -3.5184, 0.0525], [-0.7169, -1.0635, -3.2969], [-3.8298, -0.4520, -0.8915], [-1.6216, -2.9275, -0.6766], [-1.6033, -5.5294, -1.1356], [1.0570, -6.4383, -0.9495], [-1.7122, -1.2413, -3.3787], [2.7850, 0.6938, -0.8707], [-3.1166, -5.3170, 0.3202], [-2.7910, 4.1431, 3.5404], [-1.9854, -0.0279, 4.4415], [1.4034, -0.9700, 1.2986], [-4.0216, -1.1515, -1.7009], [0.4071, -4.4885, -1.4208], [1.4609, 2.4775, 2.2983], [3.4740, -2.1262, 2.7327], [5.8166, -4.1681, -0.2103], [1.0159, 1.3617, 2.8520], [1.4046, 4.2855, 0.7207], [-1.9009, 4.2280, 4.1676], [-2.2532, -0.4487, 5.4006], [-0.0772, -0.3334, -0.8605], [3.6775, -2.3832, 1.6996], [2.1342, -5.4715, -1.9558], [-2.5355, 0.1234, -1.1088], [0.6775, -6.1758, -2.6732], [-0.6853, 0.3060, 4.1610], [-0.8185, 2.0778, -4.5209], [-2.6120, 0.6854, 2.2239], [1.7539, 0.8583, 3.4620], [2.2469, 1.2126, -3.0589], [2.3469, 3.9060, 0.3352], [-2.0469, 3.6504, 5.0744]], "atomic_forces_ev_per_a": [[-0.0947, -0.0671, 0.0379], [-0.2734, 0.2095, -0.0712], [0.0440, 0.0384, 0.1522], [0.0349, -0.0395, 0.0955], [-0.0557, 0.1234, -0.3085], [-0.0619, 0.0562, 0.0112], [-0.0255, 0.0016, -0.0091], [-0.0203, -0.0456, -0.0159], [0.2425, -0.1836, 0.0100], [0.0025, 0.0237, -0.0049], [0.0325, 0.0613, 0.0299], [0.0292, 0.0242, -0.0438], [-0.0101, -0.0258, 0.0205], [-0.0868, -0.0296, 0.1569], [0.0074, 0.0107, -0.0069], [-0.0082, -0.0166, 0.0109], [0.0151, -0.0089, -0.0162], [-0.0529, 0.0512, -0.0039], [0.0938, 0.0361, -0.0304], [-0.0319, -0.0437, 0.0157], [0.0434, -0.0159, -0.0309], [0.0173, -0.0345, 0.0136], [-0.0573, 0.0584, 0.0221], [-0.1405, -0.0274, 0.0758], [0.0816, -0.0653, 0.0481], [0.0525, -0.0796, 0.1849], [-0.0360, 0.1427, 0.1267], [-0.0212, 0.0428, 0.0192], [-0.1113, 0.0347, 0.0921], [-0.0063, -0.0175, -0.0253], [0.0191, 0.0346, 0.0136], [0.0175, -0.0544, 0.0215], [-0.1316, 0.1815, -0.0508], [0.0387, -0.0126, -0.0040], [-0.0607, 0.1002, -0.0329], [0.0176, -0.0183, -0.0340], [0.0063, 0.0375, -0.0446], [-0.0983, 0.0418, 0.0622], [0.0163, 0.0015, 0.0177], [0.0172, -0.0162, -0.0528], [-0.4543, -0.1961, 0.1418], [-0.1807, 0.0354, -0.1186], [0.1005, -0.1144, -0.0631], [0.0077, -0.0324, -0.0260], [0.0409, -0.0103, -0.0043], [0.1618, -0.1324, 0.0297], [0.0231, 0.0355, -0.0172], [0.0100, -0.2630, 0.0278], [-0.0233, -0.0094, -0.0466], [-0.0093, 0.1532, 0.1115], [0.0135, -0.0349, 0.0132], [0.2520, 0.3203, 0.0406], [-0.0417, -0.1572, -0.1304], [-0.0110, 0.3302, -0.0757], [-0.0216, 0.0132, 0.1296], [0.0148, 0.0063, -0.0012], [-0.0580, -0.0541, 0.1420], [-0.0619, -0.2092, 0.0710], [0.0181, -0.0150, -0.0040], [0.0235, -0.0121, -0.0223], [-0.0191, -0.0439, 0.0987], [-0.0596, -0.1478, -0.2547], [0.0170, 0.0078, -0.0074], [0.2621, -0.0417, -0.1808], [0.0104, -0.1348, 0.2433], [0.0109, -0.0629, -0.0142], [0.0027, 0.0649, -0.0270], [0.0065, 0.2925, -0.0633], [0.0350, -0.1004, -0.0520], [-0.1042, -0.0069, 0.0343], [0.0117, 0.0062, -0.0188], [0.4889, -0.1062, -0.5420], [-0.0526, 0.0235, -0.0188], [0.0247, -0.0177, -0.0049], [0.1087, 0.0822, 0.2355], [0.0078, 0.0064, 0.0119], [0.0535, 0.1169, 0.0572], [-0.0327, 0.0510, 0.0255], [-0.0546, 0.0004, -0.0769], [0.0417, -0.1149, -0.1160], [0.0262, -0.0309, 0.0097], [-0.0408, 0.0061, -0.0018], [0.0073, -0.0133, 0.0125]]}



{"formula": "C28H42O14", "method": "wB97M-V/def2-TZVPD", "relative_energy_kcal_mol": 68.62, "energy_ev": -58381.01232, "smiles": "O=C1CCCO1.O=C1CCCO1.O=C1CCCO1.O=C1CCCO1.O=C1CCCO1.O=C1CCCO1.O=C1CCCO1", "e_lumo_ev": 0.18, "e_homo_ev": -9.94, "elements": ["C", "H", "O", "C", "O", "O", "O", "O", "C", "H", "H", "H", "H", "H", "H", "C", "C", "O", "H", "H", "C", "H", "O", "H", "H", "H", "H", "C", "H", "C", "C", "H", "C", "H", "H", "H", "H", "O", "H", "H", "O", "O", "H", "H", "C", "O", "H", "H", "C", "H", "C", "H", "C", "H", "C", "H", "C", "H", "C", "H", "O", "H", "H", "H", "C", "H", "H", "H", "H", "H", "C", "C", "H", "O", "C", "C", "C", "C", "O", "C", "C", "H", "C", "C"], "positions_angstrom": [[7.4972, 3.2899, 0.4899], [1.9597, 2.4956, -2.3708], [-0.6661, 1.5973, 5.1591], [-0.6284, 8.3443, 2.7456], [-0.1755, -8.7695, 1.9695], [-2.7445, 0.9025, 5.9258], [-1.1271, -5.4521, -5.3786], [-0.1592, 6.6511, -0.2926], [-1.1255, -7.5362, -4.4346], [-0.3486, -7.6062, -3.6733], [-3.4047, -1.6325, 4.1076], [-2.8860, -6.3430, -4.8440], [8.6522, 4.9897, 1.1350], [-0.5813, -5.9627, 3.3119], [2.2267, -6.9993, 3.0996], [-0.8907, -7.6067, 2.0971], [7.6371, 4.7340, 0.8312], [0.2603, -5.6859, -7.0870], [3.1202, 0.5399, -2.9345], [-3.0787, -1.1812, 6.2999], [-0.2627, 8.5561, 1.3326], [-1.6750, -8.4455, -4.1910], [0.6776, 1.0245, -1.6451], [1.7277, -1.6439, -3.1641], [-3.2450, 2.8411, -1.6639], [-4.4895, -0.2141, 6.0060], [0.5061, -0.6745, -3.9967], [-1.8711, -6.2154, -4.4674], [-4.8713, 3.4066, -4.0290], [-3.3054, -0.5518, 4.2091], [-0.1350, 7.1398, 0.8413], [6.2392, 5.8245, 2.1548], [-4.2506, 2.7741, -2.0793], [1.0415, -7.2878, 4.3698], [-5.9997, 1.4382, -1.6257], [-0.1676, 9.1087, 3.3713], [-1.1024, -8.1771, -6.6073], [8.2569, 2.6203, -0.1409], [-4.0524, -0.0638, 3.5830], [2.2762, 0.6806, -4.4918], [0.1663, 6.3605, 1.8790], [0.2627, -1.1074, -0.9488], [-1.8435, -5.7288, -3.4925], [-3.1416, 3.0986, -3.9833], [0.0363, -6.5675, 2.6479], [-4.6529, 0.6037, -2.8473], [-1.1265, -0.7067, 3.8249], [-1.7156, 8.3420, 2.8242], [6.6477, 4.8231, 2.0191], [0.5511, 2.0902, -3.4066], [1.2069, -7.3319, 3.2933], [-4.5488, 1.0208, -0.8196], [-3.4408, -0.3253, 5.7302], [-1.9163, 0.6823, 3.0126], [-1.6841, 0.9239, 5.0104], [0.6630, 9.1149, 1.1952], [-0.0087, 6.9815, 3.1012], [-1.3119, -7.2710, 1.1494], [1.3249, 1.6943, -2.7489], [7.2410, 4.5411, 2.8889], [1.6287, -9.7699, 2.9087], [-1.7379, -7.8374, 2.7429], [7.3714, 5.3206, -0.0482], [0.9339, 7.0380, 3.6457], [1.2470, -0.6662, -3.1972], [-0.9935, 9.0805, 0.7170], [0.4119, -8.2290, -5.8291], [4.8912, 4.4778, 0.8541], [-0.6593, 6.3898, 3.7453], [-4.8519, 3.6019, -1.7034], [-4.3677, 1.3205, -3.9055], [0.6738, -0.3423, -1.8317], [0.3923, -5.8933, 1.8689], [6.2644, 2.8669, 0.9531], [2.1429, 0.5609, -3.4166], [5.5112, 3.9309, 1.5645], [-0.5291, -7.6788, -5.8256], [0.9380, -8.7400, 2.7488], [-4.2701, 0.7591, -4.9669], [-4.1028, 2.7740, -3.5848], [-4.9191, 1.4145, -1.7662], [4.8668, 3.7171, 2.4172], [-1.9653, -0.0112, 3.8521], [-0.4206, -6.2318, -6.1942]], "atomic_forces_ev_per_a": [[-0.5692, 0.2363, -0.3406], [-0.2278, -0.0708, 0.0908], [-2.8242, -1.3250, -0.0845], [0.1754, 0.5589, 1.6101], [1.6664, -1.6206, 0.0077], [1.5379, -0.1501, -0.1023], [-0.1369, 0.6919, -0.2125], [-0.2318, 1.5955, 2.4105], [-0.1762, -2.1187, 0.3644], [0.2960, 0.7163, -0.1214], [0.0322, -0.0081, -0.6766], [-0.1236, 0.1572, 0.1595], [-0.0223, -0.1204, -0.2576], [0.5450, 0.2031, 0.3462], [-0.2556, -0.0402, -0.2558], [-1.4870, 0.9352, -0.2450], [-0.1650, 0.4023, 1.1376], [-1.8599, -1.9664, 2.2358], [-0.0468, -0.4447, 0.0002], [0.6398, 0.2764, 0.1297], [-0.2740, 0.2376, -1.7358], [-0.7823, 0.3159, -0.0058], [0.1032, -0.7868, 0.0688], [0.0820, 0.1865, -0.0599], [-0.1842, -0.1404, 0.4515], [0.0854, 0.3272, 0.1101], [-0.3547, -0.0867, 0.3058], [-0.0481, -0.9902, 0.8419], [-0.0097, -0.1760, -0.3304], [-0.7692, -1.5882, 0.1104], [1.0471, -1.4039, -3.2574], [0.3225, 0.1858, 0.2499], [0.1173, 0.2806, 0.4799], [0.3201, -0.5007, 0.1016], [-0.1885, 0.4929, -0.1633], [-0.5395, 0.0974, 0.2014], [-0.5942, 0.0051, 0.2815], [-0.4382, -0.4666, 0.3045], [-0.3207, -0.0221, 0.4841], [0.2063, 0.4081, 0.1055], [0.1134, -1.6371, -0.6398], [1.0692, 2.0627, -2.4197], [-0.2875, 0.1264, -0.1800], [-0.0661, -0.1785, 0.1237], [0.4082, 1.4512, 0.1160], [-0.0717, -1.3821, 0.7271], [-0.1525, -0.0917, -0.2538], [0.0868, -0.0423, 0.4228], [0.2789, 1.8822, -0.9795], [0.0179, 0.1064, -0.0165], [-1.5542, -0.2791, 0.0889], [0.3479, -0.3961, -0.2619], [-1.0811, 0.6243, -1.4078], [-0.0851, -0.5336, -0.4066], [2.0770, 1.4625, 1.2067], [0.2675, -0.3459, -0.0329], [-0.6015, 0.8068, 1.2798], [0.0915, -0.3385, -0.2053], [0.1555, -0.9925, -0.3432], [-0.6843, -0.3775, 0.2740], [-2.2207, 3.4406, -0.4380], [-0.1129, 0.2871, 0.2597], [-0.1585, 0.0904, 0.0442], [0.2273, 0.2538, -0.2474], [0.6428, 0.3349, 0.7131], [-0.1133, -0.0241, 0.1795], [0.2026, 0.5128, -0.0395], [0.0865, -0.2552, -0.4117], [-0.1554, -0.1160, -0.1968], [0.1654, -0.0026, 0.0244], [1.0102, -0.4870, -2.8120], [-1.4663, -1.0466, 2.1000], [-0.0222, -0.1023, -0.1108], [-0.4517, -1.1526, -0.3874], [-0.2337, 0.3088, -0.5268], [1.6065, 0.7427, 0.5914], [0.2995, 0.1976, 0.0538], [2.6234, -3.4242, 0.3259], [0.0050, 0.6605, -0.1285], [-0.8746, -0.0021, 0.0552], [-0.2145, 1.3323, 1.8496], [0.1761, -1.1732, -0.2327], [0.8775, 1.0476, 0.8742], [3.2237, 2.3656, -3.3719]]}